Below is a cluster of 2 separate species, C19H27FIN4O3PS in total in a non-equilibrium geometry, with properties calculated with the ωB97M-V functional and the def2-TZVPD basis.

## Properties
- F_max (eV/A) = 6.19
- electronic energy (eV) = -63167.416
- molar mass (g/mol) = 568.39
- multiplicity = 1
- HOMO-LUMO gap (hartree) = 0.0833
- highest occupied orbital energy (eV) = -5.3

Geometry (Å):
C  0.55  -2.03  -3.94
C  1.57  -1.33  -3.15
C  1.01  -0.22  -2.11
C  0.45  0.99  -3.03
C  -1.09  0.97  -3.36
F  -1.85  -0.09  -2.79
C  -1.70  2.10  -4.30
C  -3.25  2.09  -4.59
O  -3.93  3.08  -4.99
O  -4.02  0.86  -4.36
N  -4.63  1.12  -3.14
C  -4.92  -0.01  -2.54
S  -4.73  -1.47  -1.71
C  -0.66  3.15  -4.85
I  -1.26  4.74  -6.19
C  0.85  3.07  -4.42
N  1.37  2.00  -3.54
P  3.11  1.94  -3.10
N  3.76  3.41  -3.31
H  0.46  -1.74  -5.06
H  -0.18  -2.78  -3.46
H  2.69  -1.53  -3.27
H  1.80  0.13  -1.36
H  0.14  -0.72  -1.52
H  1.55  3.88  -4.86
H  3.28  1.63  -1.69
H  3.83  0.97  -3.90
H  4.53  3.33  -4.00
C  0.13  -3.14  2.50
C  -0.68  -1.85  2.77
C  -1.10  -1.81  4.25
C  0.03  -1.55  5.25
C  1.18  -0.73  4.66
C  0.81  0.13  3.43
N  0.23  -0.75  2.41
O  -0.11  -0.10  1.28
C  2.14  0.72  2.90
C  -0.09  1.30  3.87
C  -1.99  -1.96  1.96
H  0.41  -3.22  1.44
H  -0.45  -4.03  2.75
H  1.05  -3.18  3.08
H  -1.86  -1.03  4.39
H  -1.60  -2.74  4.53
H  -0.38  -1.03  6.12
H  0.42  -2.50  5.62
H  1.62  -0.11  5.45
H  1.98  -1.43  4.37
H  2.79  -0.07  2.53
H  2.67  1.25  3.69
H  1.97  1.43  2.08
H  0.42  1.91  4.63
H  -1.04  0.97  4.31
H  -0.33  1.97  3.04
H  -2.56  -2.84  2.26
H  -1.80  -2.06  0.88
H  -2.62  -1.08  2.11